No. 1
48
Properties=species:S:1:pos:R:3:nbo_charge:R:1 method="wB97M-V/def2-TZVPD" e_above_lowest_kj_mol=0.0 orbital_gap_ha=0.31931 max_force_ev_per_a=2.1 total_energy_ev=-39035.170 multiplicity=1
C 1.1419 -2.6992 -3.2455 -0.6626
C 0.6482 -1.4614 -2.5275 -0.5237
S 1.8352 -0.0595 -2.5443 0.1411
C 2.2678 0.2769 -0.7867 -0.7228
H 0.5718 -3.6107 -3.1183 0.2067
H 2.2100 -2.7564 -2.9460 0.2621
H 1.1436 -2.6289 -4.3388 0.1997
H 0.4319 -1.8325 -1.5225 0.2089
H -0.3242 -1.1310 -2.9221 0.2082
H 2.6930 1.2617 -0.5730 0.2429
H 1.2929 0.3094 -0.2799 0.2233
H 2.8407 -0.5281 -0.3637 0.1888
H 3.9303 -1.8058 -1.4161 0.4795
H 4.0626 -2.0726 -2.9523 0.4817
O 3.8524 -2.4673 -2.0965 -0.9403
H -1.6940 5.1825 0.5032 0.4929
H -1.6259 4.1477 -0.5956 0.4852
O -2.2585 4.5680 0.0222 -0.9642
H -3.1269 0.5748 -1.3350 0.5267
H -1.6456 0.6872 -2.1170 0.4937
O -2.1601 0.6515 -1.3230 -1.0063
H -4.2949 0.0755 0.4630 0.4814
H -4.5772 -1.2302 -0.2077 0.4908
O -4.5282 -0.2771 -0.4268 -0.9553
H 0.8838 -2.0584 1.9031 0.5035
H 1.4168 -2.2152 0.4746 0.4663
O 1.5458 -1.6971 1.2959 -0.9841
H 4.2851 -2.7938 1.8827 0.4724
H 3.7674 -1.4792 1.2806 0.4800
O 4.5703 -1.9377 1.5322 -0.9532
H 1.1507 4.8025 1.7881 0.4967
H -0.1856 4.9298 2.6230 0.4709
O 0.4353 5.3795 2.0640 -0.9656
H -2.7519 3.1996 1.3498 0.5267
H -2.8057 2.7251 2.8746 0.4906
O -2.3040 2.6715 2.0339 -0.9969
H -1.7554 -3.2160 -0.9188 0.4651
H -2.3170 -3.2483 0.4224 0.4656
O -2.3576 -2.7075 -0.3709 -0.9288
H -0.5634 2.6190 1.9087 0.4876
H 0.4070 1.9837 0.9207 0.4693
O 0.3631 2.6788 1.5891 -0.9845
H -0.0878 -0.8015 2.8357 0.4895
H -1.4139 -1.5063 3.0090 0.4909
O -0.4563 -1.6711 3.0259 -0.9614
H -1.4436 0.8818 1.6715 0.4700
H -1.5366 0.2548 0.2448 0.5089
O -1.5334 0.0312 1.2094 -1.0178

***

No. 2
71
Properties=species:S:1:pos:R:3:mulliken_spin:R:1 method="wB97M-V/def2-TZVPD" e_above_lowest_kj_mol=0.0 orbital_gap_ha="0.25284 / 0.24704" charge=-1 max_force_ev_per_a=0.3 total_energy_ev=-175739.560 s_squared=0.757 multiplicity=2
Ru 0.0441 -0.7636 0.3194 1.0322
Br -2.2548 -0.1037 3.2144 -0.0014
C -0.4413 -0.5383 3.5093 0.0061
C -0.0343 -0.7845 4.8099 -0.0003
C 1.3176 -0.9533 5.0508 -0.0007
C 2.2112 -0.8032 4.0049 0.0028
C 1.7126 -0.5745 2.7382 0.0091
N 0.3940 -0.5069 2.4796 0.0015
C 2.6446 -0.2519 1.5723 -0.0187
O 3.8277 -0.0796 1.8259 0.0017
O 2.0603 -0.1021 0.4455 0.0189
H -0.7674 -0.8282 5.6013 -0.0001
H 1.6674 -1.1617 6.0539 -0.0002
H 3.2834 -0.8448 4.1286 0.0001
O -0.2547 1.5346 0.0001 0.0126
S 0.9997 2.3648 0.1558 -0.0043
C 0.5435 4.0716 -0.3134 0.0005
C -0.9298 4.4508 -0.1793 -0.0001
C -1.6125 4.4836 -1.5440 0.0005
C -3.0693 4.9266 -1.4917 0.0000
S -4.2414 3.5900 -1.1039 0.0000
O -3.6618 2.8591 0.0539 -0.0004
C -3.9467 2.6229 -2.5827 -0.0002
C -4.6817 2.9056 -3.7267 0.0001
C -4.4506 2.1666 -4.8762 0.0000
C -3.5059 1.1459 -4.8648 0.0004
C -2.7915 0.8607 -3.7105 0.0010
C -3.0094 1.6048 -2.5574 0.0016
C 1.1598 2.6489 1.9132 0.0015
C 2.4289 2.7822 2.4516 -0.0003
C 2.5589 2.9825 3.8198 0.0001
C 1.4302 3.0327 4.6244 0.0000
C 0.1633 2.8765 4.0715 -0.0005
C 0.0220 2.6801 2.7076 -0.0007
H 0.8856 4.1771 -1.3452 -0.0003
H 1.1904 4.6936 0.3063 0.0003
H -0.9904 5.4425 0.2782 -0.0003
H -1.4616 3.7538 0.4670 -0.0002
H -1.5299 3.4981 -2.0047 0.0001
H -1.0710 5.1720 -2.2004 0.0000
H -3.4033 5.3571 -2.4377 0.0000
H -3.2349 5.6656 -0.7032 0.0000
H -5.4332 3.6876 -3.7135 0.0000
H -5.0178 2.3738 -5.7749 0.0000
H -3.3341 0.5585 -5.7577 0.0000
H -2.0674 0.0559 -3.6976 -0.0019
H -2.4788 1.3946 -1.6392 0.0040
H 3.3028 2.6781 1.8204 -0.0001
H 3.5454 3.0660 4.2566 0.0000
H 1.5361 3.1718 5.6931 0.0000
H -0.7145 2.8886 4.7055 0.0000
H -0.9499 2.5048 2.2619 -0.0001
S 0.0028 -1.0342 -1.9560 0.0210
C 0.8130 -2.5437 -1.7831 0.0019
S 1.0226 -2.8067 -0.1008 -0.0041
C 1.1955 -3.3751 -2.8174 -0.0005
C 0.9107 -3.0070 -4.1607 -0.0007
N 0.6664 -2.6883 -5.2422 -0.0024
C 1.8542 -4.6096 -2.5685 0.0004
N 2.3894 -5.6106 -2.3645 -0.0013
F -0.6968 -3.2423 2.2393 -0.0029
C -1.7604 -2.9409 1.4558 -0.0315
C -1.6969 -1.8772 0.5680 0.1318
C -2.8800 -1.6321 -0.1077 -0.1776
F -2.9838 -0.5866 -0.9450 -0.0040
C -4.0323 -2.3838 0.0558 0.0060
F -5.1484 -2.0930 -0.6292 0.0009
C -4.0354 -3.4418 0.9416 -0.0024
F -5.1398 -4.1830 1.1163 -0.0002
C -2.8846 -3.7199 1.6534 0.0018
F -2.8812 -4.7301 2.5376 -0.0003

***

No. 3
15
Properties=species:S:1:pos:R:3:nbo_charge:R:1 method="wB97M-V/def2-TZVPD" e_above_lowest_kj_mol=197.8 orbital_gap_ha=0.30323 max_force_ev_per_a=3.1 total_energy_ev=-28456.817 smiles="C=C1CSNC(=S)C1" multiplicity=1
C -0.2695 -1.8766 -1.1615 -0.3638
C 0.1040 -0.7966 -0.4454 -0.0086
C 1.0975 -0.7168 0.6385 -0.5912
S 2.1190 0.7754 0.6616 0.3955
N 0.6023 1.6632 1.1032 -0.7459
C -0.6102 1.5551 0.3799 0.1112
S -1.5736 2.8985 0.1751 -0.1154
C -0.9271 0.3389 -0.5171 -0.5348
H 0.3834 -2.6552 -1.1470 0.1909
H -1.2062 -1.8997 -1.8066 0.2091
H 0.7455 -0.8291 1.6661 0.2507
H 1.8423 -1.5184 0.6402 0.2413
H 0.8502 2.5899 1.5147 0.4232
H -1.2422 0.6486 -1.5574 0.2747
H -1.9152 -0.1771 -0.1444 0.2628

***

No. 4
15
Properties=species:S:1:pos:R:3:nbo_charge:R:1 method="wB97M-V/def2-TZVPD" e_above_lowest_kj_mol=507.8 orbital_gap_ha=0.31483 max_force_ev_per_a=0.5 total_energy_ev=-9404.569 multiplicity=1
C 1.5316 0.4479 -0.4314 -0.6279
C 0.0699 0.3031 -0.0791 0.2777
C -0.3520 0.3915 1.3965 -0.0902
O -0.8596 -0.9403 1.4172 -0.5271
C -0.5174 -1.1749 0.0428 -0.1530
C -1.5841 -1.1387 -0.9331 -0.0195
O -0.6270 1.1569 -0.9652 -0.7089
H 2.1795 -0.0024 0.3253 0.2185
H 1.7464 -0.0087 -1.4038 0.2243
H 1.7553 1.5182 -0.5074 0.2336
H -1.1336 1.1404 1.5668 0.1804
H 0.4576 0.5420 2.1206 0.1806
H 0.2210 -1.9858 -0.0353 0.2121
H -1.0889 -1.3495 -1.9023 0.1127
H -1.5648 1.1550 -0.7203 0.4868

***

No. 5
103
Properties=species:S:1:pos:R:3:mulliken_spin:R:1 method="wB97M-V/def2-TZVPD" e_above_lowest_kj_mol=0.0 orbital_gap_ha="0.28095 / 0.25152" charge=+1 max_force_ev_per_a=0.2 total_energy_ev=-221305.353 s_squared=0.755 multiplicity=2
Cu 0.4520 -0.2314 1.1874 0.0490
C 7.5696 0.2207 0.3577 0.0000
C 6.5539 1.3503 0.1899 -0.0001
C 6.7627 2.3737 1.3152 -0.0001
C 6.7901 2.0249 -1.1691 0.0000
C 5.1195 0.8423 0.2523 -0.0003
C 4.7904 -0.4894 0.4774 0.0119
C 3.4577 -0.8559 0.5575 -0.0167
N 2.4524 0.0005 0.4136 0.0108
C 2.7467 1.2815 0.1540 0.0010
C 4.0569 1.7274 0.0878 0.0002
C 1.5779 2.1836 -0.0465 -0.0063
C 1.7119 3.4488 -0.6068 0.0003
C 0.6008 4.2596 -0.7899 0.0001
C -0.6273 3.7308 -0.3892 -0.0013
C -0.6890 2.4641 0.1521 -0.0047
N 0.3919 1.6962 0.3239 0.0031
C 0.6801 5.6533 -1.3978 -0.0001
C 0.1299 6.6671 -0.3845 -0.0001
C -0.1722 5.6860 -2.6746 0.0000
C 2.1135 6.0461 -1.7532 0.0000
H 8.5783 0.6298 0.2993 0.0000
H 7.4738 -0.5311 -0.4280 0.0000
H 7.4723 -0.2733 1.3264 0.0000
H 7.7851 2.7529 1.2851 0.0000
H 6.5974 1.9187 2.2938 0.0000
H 6.0887 3.2262 1.2179 0.0001
H 7.8181 2.3850 -1.2282 0.0000
H 6.1315 2.8814 -1.3192 0.0000
H 6.6285 1.3236 -1.9895 0.0000
H 5.5511 -1.2457 0.5995 0.0007
H 3.1807 -1.8857 0.7519 0.0088
H 4.2536 2.7765 -0.0806 0.0000
H 2.6865 3.7884 -0.9206 0.0002
H -1.5423 4.2969 -0.4980 -0.0001
H -1.6295 2.0391 0.4842 0.0017
H -0.9113 6.4639 -0.1320 0.0000
H 0.1807 7.6729 -0.8037 0.0000
H 0.7131 6.6527 0.5382 0.0000
H -1.2179 5.4552 -2.4689 0.0000
H 0.1954 4.9685 -3.4104 0.0000
H -0.1327 6.6808 -3.1207 0.0000
H 2.7604 6.0585 -0.8734 0.0000
H 2.1177 7.0510 -2.1759 0.0000
H 2.5475 5.3758 -2.4980 0.0000
C -3.4595 1.0755 3.6303 -0.0022
C -4.2931 1.1746 2.3755 0.0024
O -3.4233 0.9152 1.2697 0.0048
H -4.0635 1.2864 4.5137 0.0001
H -2.6392 1.7952 3.5968 -0.0004
H -3.0387 0.0734 3.7281 0.0057
H -4.7350 2.1706 2.2834 0.0004
H -5.1075 0.4447 2.3976 0.0009
H -3.9544 0.7993 0.4750 -0.0007
C -0.6696 -1.6295 4.9910 -0.0396
C -0.1798 -0.1871 4.9827 0.0043
As 1.0507 0.1513 3.5059 0.0142
C 2.6545 -0.8179 4.0785 0.0002
C 2.9681 -0.7700 5.5689 0.0013
C 1.5985 1.9961 3.8613 0.0025
C 0.4390 2.9808 3.7613 0.0004
H -1.4036 -1.7883 5.7820 0.0009
H 0.1506 -2.3304 5.1617 -0.0018
H -1.1378 -1.8921 4.0386 0.0464
H 0.3224 0.0723 5.9159 0.0011
H -1.0161 0.5003 4.8616 0.0018
H 3.4711 -0.3857 3.4931 -0.0005
H 2.5460 -1.8493 3.7386 0.0008
H 3.0401 0.2544 5.9368 0.0000
H 3.9209 -1.2585 5.7761 0.0002
H 2.2064 -1.2824 6.1572 -0.0003
H 2.3712 2.2332 3.1246 0.0002
H 2.0656 2.0431 4.8462 -0.0003
H -0.0689 2.9045 2.7979 0.0000
H 0.7894 4.0079 3.8713 0.0000
H -0.3010 2.8072 4.5442 0.0000
C 0.4707 -5.1187 -0.4676 0.0238
Si -0.1757 -4.3017 1.0863 -0.0723
C 1.1808 -4.1698 2.3718 0.0279
C -1.6563 -5.2127 1.7726 0.0235
As -0.7851 -2.0812 0.5680 0.8682
Si -2.8199 -2.1880 -0.6203 -0.0448
C -2.9432 -0.5836 -1.5865 0.0192
C -2.7965 -3.6423 -1.7971 0.0141
C -4.1961 -2.3709 0.6293 0.0563
H 0.8091 -6.1335 -0.2426 0.0025
H 1.3151 -4.5663 -0.8840 -0.0001
H -0.2998 -5.1846 -1.2365 0.0011
H 1.5352 -5.1558 2.6807 -0.0005
H 0.8226 -3.6450 3.2594 -0.0088
H 2.0330 -3.6149 1.9725 -0.0036
H -1.3701 -6.2261 2.0659 0.0025
H -2.4556 -5.2948 1.0338 -0.0003
H -2.0592 -4.7095 2.6535 -0.0009
H -2.4932 -0.6980 -2.5744 0.0054
H -2.4188 0.2297 -1.0826 -0.0078
H -3.9873 -0.2927 -1.7374 0.0011
H -1.9521 -3.5820 -2.4858 0.0069
H -3.7135 -3.6504 -2.3925 0.0012
H -2.7401 -4.5936 -1.2654 -0.0032
H -4.1376 -1.5860 1.3847 -0.0161
H -4.1311 -3.3341 1.1393 0.0003
H -5.1735 -2.3159 0.1425 0.0039

***

No. 6
62
Properties=species:S:1:pos:R:3:mulliken_spin:R:1 method="wB97M-V/def2-TZVPD" e_above_lowest_kj_mol=0.0 orbital_gap_ha="0.22077 / 0.13220" charge=+2 max_force_ev_per_a=4.7 total_energy_ev=-72118.956 s_squared=3.842 multiplicity=4
O 5.8393 0.5793 5.1217 0.0399
C 5.5507 0.5750 3.9925 -0.0588
Cr 5.0010 0.1408 2.2139 1.0984
C 3.5588 -0.6286 3.1719 -0.0371
O 2.7825 -1.1620 3.8599 -0.0057
C 5.8266 -1.5300 2.6410 -0.0642
O 6.2422 -2.4961 3.1425 0.0457
C 6.4184 1.1452 0.8757 0.0660
C 5.6244 2.1009 1.5175 -0.0364
C 4.2275 1.9698 1.5040 0.0404
C 3.6088 0.9394 0.7534 -0.0078
C 2.1756 0.7414 0.8190 0.2576
C 1.0406 0.4099 1.1456 0.0235
C -0.2717 0.1235 1.5124 0.1648
C -0.5922 -1.2955 1.6309 0.0262
C 0.2979 -2.2348 1.0274 0.0957
C 0.1511 -3.6106 1.1935 -0.0656
C -0.9121 -4.1088 1.9594 0.1208
C -1.8296 -3.2135 2.5208 -0.0606
C -1.6850 -1.8357 2.3474 0.1177
C -1.0986 1.2809 1.8314 0.0181
C -0.6733 2.5577 1.3604 0.0900
C -1.3846 3.7257 1.6272 -0.0613
C -2.5535 3.6678 2.3977 0.1113
C -2.9910 2.4303 2.8830 -0.0567
C -2.2695 1.2628 2.6267 0.1112
C 4.4342 -0.0710 0.2003 0.0326
C 5.8296 0.0741 0.1965 -0.0469
H 7.5056 1.2268 0.9079 -0.0004
H 6.0755 2.9330 2.0585 -0.0073
H 3.5885 2.6459 2.0798 -0.0052
H 1.1223 -1.8487 0.4180 0.0157
H 0.8562 -4.2956 0.7187 -0.0019
H -1.0384 -5.1815 2.0945 0.0062
H -2.6786 -3.5885 3.0935 -0.0017
H -2.4335 -1.1799 2.7790 0.0132
H 0.2397 2.6065 0.7574 0.0183
H -1.0314 4.6774 1.2263 -0.0015
H -3.1233 4.5732 2.6029 0.0054
H -3.9100 2.3671 3.4678 -0.0013
H -2.6111 0.3341 3.0710 0.0111
H 3.9509 -0.9675 -0.2066 -0.0014
H 6.4395 -0.6778 -0.3033 -0.0075
C -5.5370 -1.2527 -6.1080 0.2229
C -5.8705 -1.0362 -4.7590 -0.0365
C -4.8967 -0.5734 -3.8650 0.1137
C -3.5938 -0.3355 -4.3272 0.2353
N -2.6186 0.1254 -3.4233 0.1962
C -2.7463 0.2167 -2.0409 0.0783
N -1.6245 0.6804 -1.4947 0.0054
C -0.7348 0.9191 -2.5388 0.1739
C -1.3295 0.5753 -3.7334 -0.0677
C -3.2489 -0.5498 -5.6704 0.0844
C -4.2301 -1.0129 -6.5624 -0.0101
H -6.3031 -1.6139 -6.8042 0.0026
H -6.8808 -1.2210 -4.3878 0.0008
H -5.1476 -0.3885 -2.8172 -0.0032
H -3.6624 -0.0778 -1.5351 -0.0001
H 0.2622 1.3228 -2.3984 0.0027
H -0.9483 0.6187 -4.7441 0.0049
H -2.2251 -0.3740 -6.0181 -0.0052
H -3.9637 -1.1852 -7.6112 0.0013